ORCA calculation (ωB97M-V/def2-TZVPD) on 7 unconnected molecules or ions with the total composition C28H56O7.

Values from the calculation:
Total energy (hartree): -1626.88838
SMILES: C1CCOC1.C1CCOC1.C1CCOC1.C1CCOC1.C1CCOC1.C1CCOC1.C1CCOC1
LUMO energy (eV): 0.51
E_HOMO (eV): -9.51
F_max (eV/Å): 2.9

Last column: Mulliken charge in e.
CARTESIAN COORDINATES (ANGSTROEM)
C 8.498 3.476 -5.240  -0.5699
C 7.729 4.684 -5.625  -0.5398
C 7.558 4.475 -7.115  -0.3909
O 7.225 3.079 -7.161  -0.4224
C 7.939 2.393 -6.096  -0.3777
H 8.436 3.294 -4.167  0.3349
H 9.564 3.682 -5.331  0.2524
H 8.308 5.510 -5.213  0.3104
H 6.815 4.831 -5.050  0.2739
H 8.523 4.650 -7.592  0.2264
H 6.901 5.159 -7.652  0.3458
H 8.782 1.862 -6.537  0.2605
H 7.248 1.798 -5.497  0.2965
C -5.845 -1.296 2.721  -0.5014
C -5.456 -2.387 1.881  -0.5746
C -5.648 -3.557 2.753  -0.4027
O -5.107 -3.149 4.032  -0.3974
C -5.126 -1.704 3.999  -0.4419
H -6.930 -1.230 2.793  0.3096
H -5.335 -0.406 2.352  0.2520
H -4.398 -2.310 1.629  0.2526
H -5.985 -2.461 0.931  0.3607
H -5.053 -4.338 2.279  0.2843
H -6.700 -3.807 2.891  0.3014
H -4.108 -1.316 4.036  0.2762
H -5.636 -1.289 4.868  0.2814
C -3.281 7.295 7.748  -0.6301
C -2.968 6.510 6.419  -0.5113
C -2.333 5.268 6.961  -0.4050
O -3.086 4.970 8.185  -0.3979
C -3.599 6.140 8.731  -0.3798
H -4.013 8.095 7.628  0.3772
H -2.396 7.844 8.071  0.2403
H -2.241 7.025 5.790  0.3142
H -3.841 6.344 5.788  0.2801
H -1.278 5.310 7.232  0.2780
H -2.431 4.512 6.182  0.2805
H -3.176 6.443 9.689  0.2778
H -4.687 6.134 8.810  0.2759
C 0.840 -8.750 0.296  -0.5003
C 1.027 -8.180 -1.052  -0.3801
C -0.050 -8.881 -1.853  -0.5068
O -1.164 -9.090 -0.915  -0.4123
C -0.564 -9.459 0.313  -0.4452
H 0.824 -7.916 0.997  0.2205
H 1.625 -9.438 0.610  0.3056
H 1.963 -8.492 -1.516  0.2577
H 0.854 -7.111 -0.933  0.2679
H 0.316 -9.816 -2.278  0.2951
H -0.325 -8.219 -2.674  0.3394
H -0.441 -10.542 0.302  0.2379
H -1.267 -9.365 1.141  0.3205
C 1.110 1.176 -1.115  -0.4511
C 1.188 -0.222 -1.682  -0.5967
C 2.566 -0.283 -2.391  -0.4079
O 3.309 0.257 -1.312  -0.4161
C 2.547 1.298 -0.701  -0.4177
H 0.431 1.239 -0.265  0.2480
H 0.760 1.944 -1.805  0.2704
H 0.330 -0.398 -2.331  0.3654
H 1.159 -1.011 -0.930  0.2648
H 2.570 0.260 -3.336  0.2729
H 2.746 -1.337 -2.602  0.3201
H 3.042 2.186 -1.096  0.2621
H 2.751 1.358 0.368  0.2858
C -3.482 2.476 -8.665  -0.4304
C -4.917 2.092 -8.813  -0.6022
C -5.092 2.197 -10.324  -0.3766
O -4.131 3.132 -10.751  -0.4039
C -3.332 3.556 -9.666  -0.4367
H -2.839 1.705 -9.090  0.2134
H -3.261 2.595 -7.605  0.3481
H -5.648 2.563 -8.155  0.3053
H -5.148 1.097 -8.431  0.3029
H -6.082 2.564 -10.596  0.2751
H -4.929 1.226 -10.793  0.2581
H -3.673 4.480 -9.200  0.2449
H -2.330 3.794 -10.023  0.3021
C 3.310 -2.784 6.844  -0.4291
C 3.082 -2.030 8.077  -0.5033
C 1.792 -1.184 7.832  -0.4244
O 1.844 -0.939 6.488  -0.3973
C 2.394 -2.103 5.848  -0.4514
H 3.031 -3.826 7.004  0.2459
H 4.369 -2.801 6.587  0.2728
H 3.939 -1.367 8.203  0.2282
H 2.962 -2.638 8.974  0.3140
H 1.776 -0.217 8.335  0.2909
H 0.892 -1.751 8.070  0.2878
H 2.980 -1.971 4.939  0.2547
H 1.478 -2.612 5.547  0.3109

***

ORCA calculation (ωB97M-V/def2-TZVPD) on a molecular structure, C39H32IrN3O5PSSe.

Values from the calculation:
Total energy (hartree): -5291.02356
LUMO energy (spin up / spin down) (eV): 0.30 / -2.16
E_HOMO (spin up / spin down) (eV): -7.37 / -7.59
F_max (eV/Å): 0.5
2S+1: 6

Last column: Mulliken charge in e.
CARTESIAN COORDINATES (ANGSTROEM)
Ir 1.368 1.567 0.413  2.8453
O -0.546 1.633 1.389  -0.7786
C -1.354 2.628 1.647  0.6319
C -2.601 2.382 2.273  -0.5206
C -3.505 3.397 2.463  -0.3923
C -3.250 4.707 2.032  -0.9040
C -2.010 4.985 1.518  -0.6606
C -1.036 3.978 1.377  0.1722
C 0.319 4.407 1.180  -0.2201
N 1.359 3.666 1.312  -0.1295
C 2.646 4.372 1.344  -0.8806
C 3.713 3.506 0.690  -0.8213
N 3.055 2.843 -0.416  -0.1275
C 3.633 2.671 -1.540  -0.5667
C 3.003 2.066 -2.682  0.7946
C 3.784 1.851 -3.826  -0.7363
C 3.251 1.294 -4.965  -0.8525
C 1.890 0.966 -4.969  -0.4575
C 1.102 1.173 -3.861  -0.5240
C 1.637 1.700 -2.671  0.5926
O 0.841 1.884 -1.641  -0.9668
H -2.804 1.385 2.637  0.4432
H -4.442 3.174 2.960  0.4026
H -3.991 5.484 2.154  0.3980
H -1.741 6.002 1.254  0.3649
H 0.462 5.482 1.035  0.2306
H 2.913 4.573 2.384  0.3324
H 2.545 5.331 0.826  0.4993
H 4.054 2.745 1.394  0.1631
H 4.574 4.099 0.371  0.5938
H 4.659 3.030 -1.666  0.3015
H 4.829 2.135 -3.796  0.3680
H 3.863 1.125 -5.839  0.4053
H 1.445 0.538 -5.859  0.3996
H 0.050 0.932 -3.870  0.5565
O 3.178 0.636 1.715  -0.7518
S 3.834 -0.167 0.650  1.4821
O 5.241 0.054 0.500  -0.7646
O 3.038 -0.027 -0.591  -0.5085
C 3.463 -1.823 1.108  0.2059
C 4.446 -2.725 1.460  -0.4718
C 4.077 -4.023 1.796  -0.6687
C 2.741 -4.383 1.780  -0.7999
C 1.762 -3.461 1.424  -0.0910
C 2.105 -2.165 1.068  -0.8811
P 0.804 -0.982 0.463  0.9642
C 0.458 -1.614 -1.206  0.2791
C -0.622 -1.058 -1.883  0.0891
C -1.003 -1.548 -3.122  -0.9142
C -0.273 -2.566 -3.718  -0.6755
C 0.842 -3.083 -3.074  -0.7000
C 1.205 -2.614 -1.819  -0.6868
C -0.620 -1.547 1.445  0.5685
C -1.539 -2.489 0.990  0.2142
C -2.549 -2.943 1.828  -0.6692
C -2.645 -2.456 3.122  -0.6106
C -1.737 -1.507 3.579  -0.7096
C -0.731 -1.051 2.744  -0.8173
H 5.479 -2.405 1.462  0.5469
H 4.833 -4.747 2.069  0.3966
H 2.450 -5.392 2.040  0.4437
H 0.723 -3.768 1.419  0.4366
H -1.162 -0.228 -1.450  0.4112
H -1.856 -1.115 -3.629  0.5178
H -0.562 -2.947 -4.689  0.3844
H 1.431 -3.859 -3.545  0.4089
H 2.075 -3.028 -1.328  0.3890
H -1.470 -2.868 -0.023  0.3867
H -3.263 -3.672 1.465  0.4510
H -3.431 -2.813 3.776  0.4297
H -1.819 -1.119 4.585  0.4579
H -0.035 -0.299 3.092  0.2658
Se -3.644 0.213 -0.134  0.1699
C -4.946 -1.152 -0.095  0.2509
C -5.236 -1.914 -1.225  -0.2929
C -6.160 -2.942 -1.116  -0.3692
N -6.807 -3.239 0.009  -0.5898
C -6.538 -2.495 1.080  -0.4032
C -5.619 -1.458 1.086  -0.2726
H -4.741 -1.713 -2.165  0.3755
H -6.394 -3.557 -1.977  0.3699
H -7.077 -2.749 1.986  0.3721
H -5.420 -0.903 1.992  0.4244

***

ORCA calculation (ωB97M-V/def2-TZVPD) on a single C4H4Cl3O2P molecule.

Values from the calculation:
Total energy (hartree): -2027.22369
SMILES: O=P(Cl)(Cl)C1=C(Cl)OCC1
LUMO energy (eV): -0.05
E_HOMO (eV): -9.09
F_max (eV/Å): 4.9

Last column: Mulliken charge in e.
CARTESIAN COORDINATES (ANGSTROEM)
O -2.960 -0.338 -1.440  -0.5014
P -2.264 -0.649 -0.238  0.8282
Cl -2.244 -2.674 -0.039  -0.2344
Cl -3.154 -0.065 1.475  -0.1694
C -0.152 -0.041 -0.101  -0.1608
C -0.024 1.273 0.083  0.4396
Cl -1.363 2.266 0.227  -0.1754
O 1.233 1.691 0.204  -0.3622
C 2.056 0.552 -0.044  -0.3205
C 1.167 -0.663 0.030  -0.5305
H 2.813 0.472 0.762  0.2908
H 2.370 0.621 -1.185  0.2612
H 1.125 -1.110 0.987  0.2401
H 1.397 -1.335 -0.720  0.3947

***

ORCA calculation (ωB97M-V/def2-TZVPD) on 2 unconnected molecules or ions with the total composition C21H30N4O6.

Values from the calculation:
Total energy (hartree): -1488.66826
SMILES: OC[C@@H]1[C@@H](O)[C@H](O)[C@@H](O)[C@@H]2N[C@H]12.CNC(=O)[C@H](Cc1c[nH]c2ccccc12)NC(C)=O
LUMO energy (eV): 0.49
E_HOMO (eV): -7.86
F_max (eV/Å): 2.0

Last column: Mulliken charge in e.
CARTESIAN COORDINATES (ANGSTROEM)
O -0.290 5.139 1.039  -0.5517
C -1.078 5.621 2.130  -0.8245
C -2.438 4.905 2.220  0.4055
C -2.272 3.377 2.369  -0.6130
O -1.714 3.081 3.661  -0.4934
C -3.629 2.663 2.255  -0.1083
O -3.474 1.277 2.596  -0.6692
C -4.157 2.794 0.831  -0.1784
O -5.399 2.093 0.720  -0.6152
C -4.337 4.269 0.471  -0.2358
N -3.203 4.797 -0.279  -0.5404
C -3.364 5.338 1.060  -0.5473
H 0.578 5.572 1.007  0.3275
H -1.240 6.698 2.013  0.4302
H -0.527 5.467 3.063  0.3474
H -2.929 5.257 3.131  0.5087
H -1.604 2.996 1.587  0.4326
H -2.189 3.565 4.357  0.3648
H -4.340 3.128 2.946  0.1358
H -2.792 1.215 3.294  0.4183
H -3.424 2.349 0.147  0.2915
H -5.273 1.197 1.083  0.3809
H -5.352 4.575 0.196  0.4847
H -3.498 5.463 -0.994  0.2671
H -3.758 6.357 1.144  0.5146
C 0.798 -4.217 -4.449  -0.7817
N 1.522 -2.947 -4.376  -0.0918
C 2.508 -2.611 -3.537  -0.0822
O 3.125 -1.571 -3.729  -0.6854
C 2.890 -3.541 -2.367  0.0940
C 2.925 -2.781 -1.030  -0.5785
C 1.655 -2.160 -0.522  0.5682
C 0.400 -2.337 -1.003  -0.8923
N -0.493 -1.589 -0.263  0.0446
C 0.140 -0.894 0.742  -0.7388
C -0.319 -0.011 1.726  -0.7868
C 0.600 0.545 2.631  -0.1332
C 1.962 0.206 2.539  -0.9690
C 2.414 -0.680 1.541  -0.1462
C 1.514 -1.251 0.613  0.2356
N 4.219 -4.114 -2.612  -0.0811
C 4.681 -5.308 -2.244  0.6935
C 3.777 -6.276 -1.505  -0.9494
O 5.826 -5.638 -2.508  -0.6765
H 0.236 -4.264 -5.383  0.3512
H 1.501 -5.052 -4.430  0.2794
H 0.098 -4.311 -3.619  0.2287
H 1.344 -2.262 -5.097  0.2793
H 2.151 -4.333 -2.282  0.5540
H 3.669 -1.986 -1.109  0.2664
H 3.278 -3.462 -0.255  0.4685
H 0.135 -2.956 -1.846  0.5066
H -1.483 -1.541 -0.457  0.2145
H -1.363 0.249 1.769  0.5292
H 0.264 1.241 3.387  0.4123
H 2.668 0.641 3.233  0.3896
H 3.464 -0.923 1.472  0.4474
H 4.886 -3.521 -3.086  0.2389
H 3.414 -5.816 -0.590  0.2985
H 4.352 -7.166 -1.253  0.3120
H 2.944 -6.555 -2.145  0.2481

***

ORCA calculation (ωB97M-V/def2-TZVPD) on a molecular structure, C2H5IrO2.

Values from the calculation:
Total energy (hartree): -333.38066
LUMO energy (spin up / spin down) (eV): -6.75 / -8.24
Total charge: +1
E_HOMO (spin up / spin down) (eV): -14.04 / -15.62
F_max (eV/Å): 3.0
2S+1: 6

Last column: Mulliken charge in e.
CARTESIAN COORDINATES (ANGSTROEM)
C -1.535 0.434 -0.194  -0.4348
C -1.599 1.901 -0.657  -0.2763
O -0.409 2.582 -0.383  -0.4408
Ir 0.875 1.285 -0.454  1.3006
H -1.602 0.397 0.909  0.3235
H -2.396 -0.128 -0.594  0.3485
H -2.465 2.378 -0.158  0.3265
H -1.818 1.910 -1.746  0.3013
O -0.332 -0.180 -0.629  -0.4773
H -0.303 -2.654 -0.155  0.0287

***

ORCA calculation (ωB97M-V/def2-TZVPD) on a gas-phase ion, C4H11N2O (charge +2).

Values from the calculation:
Total energy (hartree): -342.97504
LUMO energy (spin up / spin down) (eV): -10.51 / -14.30
Total charge: +2
E_HOMO (spin up / spin down) (eV): -18.42 / -18.42
F_max (eV/Å): 2.9
2S+1: 2

Last column: Mulliken charge in e.
CARTESIAN COORDINATES (ANGSTROEM)
N 1.217 -0.542 0.068  -0.2845
C -0.294 -0.281 -0.137  0.0810
C -0.777 1.149 0.164  -0.6260
C 0.031 2.255 -0.480  0.2025
O 0.992 2.135 -1.194  -0.0382
C -0.942 -1.358 0.739  -0.8762
N -0.285 -2.644 0.549  -0.6208
H 1.744 0.005 -0.616  0.3302
H 1.619 -0.025 0.867  0.3552
H 1.401 -1.568 0.096  0.4094
H -0.520 -0.668 -1.143  0.2922
H -0.636 1.415 1.218  0.3824
H -1.825 1.241 -0.128  0.4924
H -0.383 3.277 -0.456  0.4541
H -2.038 -1.336 0.573  0.4545
H -0.875 -1.208 1.839  0.4691
H -0.498 -3.207 1.363  0.2867
H -0.738 -3.235 -0.176  0.2360